Entry 1:
Formula: C7H28N12O7
Source: the OMol25 dataset
Level of theory: the ωB97M-V functional and the def2-TZVPD basis

ORCA input file:
```
! RIJCOSX wB97M-V def2-TZVPD def2/J DEFGRID3
* xyz 0 1
N -1.2434 5.9665 -2.2194
C -1.8729 4.8400 -1.9233
N -1.2107 3.7800 -2.2969
O -2.9369 4.8276 -1.3099
H -1.7788 6.8229 -2.2148
H -0.6022 5.7960 -2.9809
H -0.4936 3.8045 -3.0077
H -1.6757 2.9044 -2.1044
N 1.7656 -3.5144 -0.6562
C 0.5706 -3.1810 -1.0264
N 0.3368 -3.4424 -2.3165
O -0.1574 -2.7194 -0.2175
H 2.4610 -3.9506 -1.2446
H 2.0512 -3.3497 0.2985
H -0.5987 -3.2825 -2.6620
H 1.0916 -3.8041 -2.8819
N 0.6661 -1.3224 2.8791
C 1.5032 -2.0360 2.2519
N 1.1985 -3.2686 2.5518
O 2.4835 -1.6558 1.6586
H -0.1170 -1.6738 3.4115
H 0.7164 -0.3549 2.5935
H 1.9039 -3.9587 2.3370
H 0.7435 -3.4161 3.4414
N 0.9419 3.5416 3.6353
C 0.3295 3.1415 2.5733
N 0.9300 3.4248 1.4336
O -0.6739 2.4811 2.6577
H 0.6168 3.0539 4.4578
H 1.6361 4.2751 3.6508
H 1.8245 3.8637 1.2684
H 0.6052 2.8387 0.6778
N 1.8025 2.1572 -1.9362
C 2.1224 1.6889 -3.0777
N 1.4505 0.5680 -3.2825
O 2.8325 2.1523 -3.9061
H 1.0953 1.6878 -1.3889
H 2.0369 3.1196 -1.7389
H 0.6844 0.2186 -2.7247
H 1.8904 -0.1030 -3.8959
N -2.5540 -3.1384 1.2067
C -2.7090 -4.2071 1.9977
N -1.6691 -4.9725 1.9987
O -3.7685 -4.5401 2.5083
H -3.3365 -2.5179 1.0563
H -1.6756 -3.0451 0.7171
H -1.7588 -5.9230 2.3285
H -0.7671 -4.7007 1.6346
C -1.3949 0.3357 -0.8958
O -0.1543 0.3229 -0.2562
H -1.9402 -0.5990 -0.7655
H -1.9559 1.1487 -0.4349
H -1.1605 0.4855 -1.9497
H -0.0853 -0.5700 0.0896
*
```

Structure (SMILES)   NC(N)=O.NC(N)=O.NC(N)=O.NC(N)=O.NC(N)=O.NC(N)=O.CO
LUMO energy   0.12 eV
ΔE to the lowest compared entry with this formula, charge and spin   291.2 kJ/mol
Frontier orbital gap   9.5398 eV

Entry 2:
Formula: C7H28N14O7
Source: the OMol25 dataset
Level of theory: the ωB97M-V functional and the def2-TZVPD basis

ORCA input file:
```
! RIJCOSX wB97M-V def2-TZVPD def2/J DEFGRID3
* xyz 0 1
N 1.3074 -1.0304 -1.1134
C 0.6584 -0.2444 -1.8454
N 0.5785 0.9851 -1.3610
O 0.2561 -0.5398 -2.9246
H 1.0182 -1.9960 -1.1780
H 1.6260 -0.7302 -0.2032
H 1.1156 1.2145 -0.5370
H 0.0326 1.6876 -1.8392
N 1.6240 -9.6766 1.5802
C 1.4457 -8.3900 1.8192
N 2.5397 -7.6506 1.9036
O 0.4148 -8.0308 2.2669
H 0.9177 -10.2876 1.1957
H 2.5214 -10.1100 1.7446
H 2.4602 -6.7066 2.2538
H 3.4206 -8.0841 1.6666
N 1.8691 6.3537 4.3670
C 2.0454 6.4776 3.0927
N 1.6552 7.5978 2.6497
O 2.5309 5.6521 2.2719
H 2.3259 5.5585 4.7902
H 1.2782 6.9644 4.9128
H 1.9092 7.7967 1.6926
H 1.0624 8.1910 3.2126
N -6.4897 1.7968 -4.8540
C -5.6741 2.8091 -4.7056
N -4.6044 2.3917 -4.0275
O -5.8939 4.0130 -5.0056
H -6.1950 0.9326 -4.4222
H -7.3712 1.9263 -5.3296
H -3.9784 3.1598 -3.8320
H -4.2852 1.4340 -3.9950
N 5.8596 4.0323 -3.7755
C 5.3873 5.1288 -3.3486
N 4.1956 5.4090 -3.8744
O 5.8895 5.8708 -2.4326
H 6.6349 3.5531 -3.3404
H 5.3132 3.6344 -4.5260
H 3.8033 6.3291 -3.7346
H 3.6061 4.5975 -3.9932
N -3.6925 -4.8365 0.2339
C -3.4381 -4.2394 -0.9151
N -2.4168 -4.7891 -1.6348
O -3.9311 -3.2092 -1.2196
H -4.5509 -4.5329 0.6711
H -3.2574 -5.6716 0.5990
H -1.8873 -5.6042 -1.3604
H -2.3056 -4.1935 -2.4429
N -0.5445 0.3584 4.9591
C -0.4937 -0.9266 5.0007
N -1.6359 -1.3507 5.2069
O 0.5011 -1.5718 4.8824
H -1.4746 0.7514 4.9354
H 0.3915 0.7362 4.9938
H -1.7903 -2.3254 5.4222
H -2.2848 -0.6149 5.4469
*
```

Structure (SMILES)   NC(N)=O.NC(N)=O.NC(N)=O.NC(N)=O.NC(N)=O.NC(N)=O.NC(N)=O
LUMO energy   0.24 eV
ΔE to the lowest compared entry with this formula, charge and spin   616.1 kJ/mol
Frontier orbital gap   9.3502 eV

Entry 3:
Formula: C7H28O7
Source: the OMol25 dataset
Level of theory: the ωB97M-V functional and the def2-TZVPD basis

ORCA input file:
```
! RIJCOSX wB97M-V def2-TZVPD def2/J DEFGRID3
* xyz 0 1
C -27.3353 5.2660 3.6152
O -27.4316 6.6022 3.1128
H -26.4905 5.2260 4.2999
H -28.2490 4.9639 4.1290
H -27.1169 4.5710 2.8015
H -28.2894 6.6867 2.6891
C -26.1534 1.8665 10.3250
O -26.1256 1.0746 9.1341
H -25.6085 2.7781 10.0901
H -27.1728 2.1176 10.6306
H -25.6595 1.3805 11.1692
H -26.5316 0.2275 9.3417
C -26.9596 3.9741 7.3763
O -26.5987 2.6935 6.8658
H -27.0942 4.6485 6.5337
H -27.9511 3.9012 7.8526
H -26.2752 4.3588 8.1350
H -26.6722 2.0656 7.6016
C -28.9924 1.7880 4.3464
O -27.6140 2.0755 4.1880
H -29.2959 1.8151 5.3992
H -29.6275 2.5231 3.8335
H -29.1979 0.8013 3.9352
H -27.2979 2.5248 4.9829
C -24.5954 7.4293 10.2995
O -24.9961 6.4299 9.3738
H -24.6415 6.9787 11.2880
H -23.5458 7.7193 10.1587
H -25.2223 8.3189 10.2335
H -24.8797 6.7554 8.4771
C -28.2840 7.5442 7.0321
O -29.4311 7.6479 7.8784
H -27.4198 7.2297 7.6193
H -28.4758 6.8628 6.2009
H -28.1261 8.5428 6.6325
H -29.4585 6.8757 8.4487
C -30.1739 1.0821 8.6280
O -31.5404 0.7162 8.6341
H -29.7890 0.9085 7.6162
H -30.0690 2.1433 8.8469
H -29.5673 0.4888 9.3155
H -31.6355 -0.1519 9.0299
*
```

Structure (SMILES)   CO.CO.CO.CO.CO.CO.CO
LUMO energy   0.34 eV
ΔE to the lowest compared entry with this formula, charge and spin   347.8 kJ/mol
Frontier orbital gap   10.1574 eV

Entry 4:
Formula: C7H28O7
Source: the OMol25 dataset
Level of theory: the ωB97M-V functional and the def2-TZVPD basis

ORCA input file:
```
! RIJCOSX wB97M-V def2-TZVPD def2/J DEFGRID3
* xyz 0 1
C 1.1524 5.7088 3.2400
O 1.4684 7.0549 3.0290
H 0.0637 5.7537 3.2092
H 1.6454 5.1278 2.4607
H 1.5704 5.4133 4.2023
H 2.4155 6.9953 2.8844
C -4.9260 -1.2723 5.2769
O -4.3724 -0.0796 5.9317
H -4.6404 -2.0709 5.9616
H -6.0079 -1.3658 5.3708
H -4.7221 -1.4139 4.2155
H -3.4579 -0.1244 6.2201
C 2.9521 3.3376 -4.7185
O 3.9820 3.0590 -3.7805
H 2.2828 2.4821 -4.8090
H 2.3659 4.2132 -4.4400
H 3.3080 3.6389 -5.7037
H 4.6062 3.7590 -3.9856
C 0.1842 -0.0886 0.2097
O 1.5157 -0.4431 -0.1725
H 0.1667 0.9750 0.4478
H -0.3213 -0.1314 -0.7551
H -0.3354 -0.7086 0.9402
H 1.9620 0.1721 -0.7590
C -6.9001 -2.0955 -1.8285
O -5.9098 -2.3046 -0.8323
H -6.9785 -3.0176 -2.4045
H -7.8706 -1.7705 -1.4537
H -6.6750 -1.2534 -2.4829
H -5.8564 -1.5049 -0.3039
C 6.3435 -1.2404 -7.1354
O 5.7203 -1.2752 -5.8520
H 5.7305 -0.7831 -7.9121
H 7.2081 -0.5804 -7.0644
H 6.6532 -2.2478 -7.4133
H 5.4743 -0.3959 -5.5554
C 0.1904 -5.1472 3.9939
O -0.0518 -4.9663 5.3988
H 0.8643 -4.4679 3.4719
H 0.4838 -6.1678 3.7481
H -0.7496 -5.0325 3.4541
H -0.5344 -5.7413 5.6958
*
```

Structure (SMILES)   CO.CO.CO.CO.CO.CO.CO
LUMO energy   0.35 eV
ΔE to the lowest compared entry with this formula, charge and spin   524.0 kJ/mol
Frontier orbital gap   10.4216 eV

Entry 5:
Formula: C7H28O9
Source: the OMol25 dataset
Level of theory: the ωB97M-V functional and the def2-TZVPD basis

ORCA input file:
```
! RIJCOSX wB97M-V def2-TZVPD def2/J DEFGRID3
* xyz 0 1
C -2.7862 -0.3970 1.6404
C -3.0716 -1.5046 0.9683
C -2.1037 -1.8730 0.0176
C -2.3178 -2.1282 -1.2945
C -0.7209 -2.3241 0.3555
C 0.1920 -1.7375 1.2032
C 1.6347 -2.2303 1.1293
H -3.5593 0.1746 2.2766
H -1.9381 0.1281 1.5947
H -3.9828 -2.0305 0.9205
H -3.3118 -1.7671 -1.6392
H -1.6126 -2.4318 -2.0701
H -0.3018 -3.0982 -0.3361
H 0.1756 -0.9149 1.9060
H 1.9158 -2.9429 0.4172
H 2.3990 -1.3509 1.2472
H 1.4954 -2.9240 2.0221
O 0.8975 -2.9511 -2.2382
H 0.5666 -2.1749 -1.9845
H 0.2243 -3.5744 -2.0434
O 3.8729 1.6080 -0.9061
H 3.0439 1.8729 -1.3526
H 4.0270 0.7481 -0.7134
O 1.6666 1.7633 -2.3498
H 1.7003 0.8424 -2.6852
H 0.7038 1.5704 -2.0746
O -0.8283 2.3977 -2.3965
H -0.7843 3.2640 -2.7276
H -0.9061 2.5292 -1.4065
O 0.2147 -0.0052 -4.1264
H -0.6349 -0.0125 -3.7332
H 0.2722 0.8802 -4.6043
O -0.9939 3.0103 0.3659
H -0.1385 3.2378 0.6210
H -0.7479 2.1885 0.7627
O 2.2894 2.7828 0.9852
H 2.7981 3.5673 1.2112
H 2.8645 2.4854 0.2281
O -0.1345 -0.2725 4.0087
H -0.9136 -0.9154 3.8410
H -0.5178 0.0036 4.8042
O -0.4825 1.6900 2.5202
H -0.6747 1.2119 3.3226
H 0.5092 1.6045 2.3129
*
```

Structure (SMILES)   C=CC(=C)/C=C/C.O.O.O.O.O.O.O.O.O
LUMO energy   0.13 eV
ΔE to the lowest compared entry with this formula, charge and spin   549.0 kJ/mol
Frontier orbital gap   8.7168 eV